{
  "formula": "C34H30Br2F48NO8P",
  "method": "ωB97M-V with the def2-TZVPD basis set",
  "homo_lumo_gap_ha": 0.362,
  "fmax_ev_per_a": 0.86,
  "multiplicity": 1,
  "energy_ha": -12253.31512,
  "e_lumo_ha": 0.006,
  "total_charge": 0,
  "smiles": "O=C1NC[C@H](Br)[C@H]1P(O)Br.FC(F)C(F)(F)COC(F)(F)C(F)F.FC(F)C(F)(F)COC(F)(F)C(F)F.FC(F)C(F)(F)COC(F)(F)C(F)F.FC(F)C(F)(F)COC(F)(F)C(F)F.FC(F)C(F)(F)COC(F)(F)C(F)F.FC(F)C(F)(F)COC(F)(F)C(F)F",
  "species": ["O", "C", "N", "C", "C", "Br", "C", "P", "O", "Br", "H", "H", "H", "H", "H", "H", "F", "C", "F", "C", "F", "F", "C", "O", "C", "F", "F", "C", "F", "F", "H", "H", "H", "H", "F", "C", "F", "C", "F", "F", "C", "O", "C", "F", "F", "C", "F", "F", "H", "H", "H", "H", "F", "C", "F", "C", "F", "F", "C", "O", "C", "F", "F", "C", "F", "F", "H", "H", "H", "H", "F", "C", "F", "C", "F", "F", "C", "O", "C", "F", "F", "C", "F", "F", "H", "H", "H", "H", "F", "C", "F", "C", "F", "F", "C", "O", "C", "F", "F", "C", "F", "F", "H", "H", "H", "H", "F", "C", "F", "C", "F", "F", "C", "O", "C", "F", "F", "C", "F", "F", "H", "H", "H", "H"],
  "positions_angstrom": [[2.96, -0.06, 3.66], [3.63, -0.38, 2.73], [3.65, 0.31, 1.49], [4.74, -0.30, 0.68], [5.68, -0.83, 1.76], [7.22, -1.77, 1.14], [4.64, -1.53, 2.65], [4.98, -2.34, 4.28], [6.23, -3.31, 3.86], [6.12, -0.66, 5.18], [3.86, 1.28, 1.72], [5.16, 0.36, -0.06], [4.30, -1.16, 0.18], [6.02, 0.05, 2.32], [4.13, -2.31, 2.07], [5.98, -4.23, 3.95], [10.57, -5.07, -0.05], [9.97, -4.28, -0.96], [9.53, -3.16, -0.34], [8.77, -4.99, -1.59], [7.83, -5.21, -0.65], [8.26, -4.09, -2.48], [9.04, -6.27, -2.40], [8.81, -7.50, -1.73], [9.80, -8.14, -1.04], [10.98, -7.52, -1.14], [9.94, -9.37, -1.57], [9.40, -8.35, 0.43], [9.18, -7.17, 1.03], [10.42, -8.97, 1.07], [10.70, -3.99, -1.73], [8.29, -6.25, -3.19], [10.02, -6.23, -2.87], [8.50, -8.96, 0.49], [-1.11, 3.61, -2.03], [-2.20, 3.88, -1.29], [-2.39, 5.22, -1.27], [-2.01, 3.40, 0.15], [-1.02, 4.08, 0.74], [-3.19, 3.74, 0.78], [-1.86, 1.89, 0.38], [-0.53, 1.41, 0.55], [0.22, 1.00, -0.50], [-0.46, 1.04, -1.67], [0.55, -0.30, -0.29], [1.54, 1.77, -0.61], [1.30, 3.08, -0.79], [2.22, 1.31, -1.69], [-3.08, 3.41, -1.74], [-2.33, 1.71, 1.34], [-2.41, 1.32, -0.37], [2.14, 1.61, 0.29], [-8.45, 4.82, -2.48], [-9.52, 5.54, -2.07], [-9.55, 6.68, -2.79], [-9.41, 5.90, -0.59], [-8.34, 6.70, -0.39], [-10.53, 6.63, -0.32], [-9.41, 4.75, 0.43], [-8.15, 4.33, 0.92], [-7.44, 3.35, 0.31], [-8.10, 2.83, -0.74], [-7.23, 2.35, 1.19], [-6.05, 3.84, -0.13], [-6.16, 4.87, -0.99], [-5.42, 2.82, -0.77], [-10.44, 4.97, -2.27], [-9.92, 5.16, 1.31], [-10.01, 3.92, 0.07], [-5.47, 4.15, 0.74], [-1.57, -2.86, -3.03], [-1.74, -1.52, -3.07], [-2.93, -1.23, -2.49], [-1.75, -1.01, -4.51], [-2.81, -1.53, -5.17], [-1.94, 0.34, -4.40], [-0.47, -1.18, -5.33], [-0.43, -2.28, -6.22], [0.06, -3.50, -5.84], [0.56, -3.49, -4.60], [1.07, -3.82, -6.68], [-1.00, -4.61, -6.01], [-2.07, -4.35, -5.25], [-0.46, -5.78, -5.61], [-0.95, -1.04, -2.49], [-0.44, -0.31, -5.98], [0.41, -1.14, -4.69], [-1.30, -4.68, -7.06], [-9.32, -0.42, -3.04], [-9.76, 0.83, -2.84], [-11.01, 0.77, -2.34], [-9.80, 1.63, -4.15], [-10.69, 1.08, -4.99], [-10.28, 2.86, -3.78], [-8.47, 1.90, -4.86], [-8.15, 1.04, -5.94], [-7.43, -0.11, -5.77], [-7.01, -0.27, -4.50], [-6.33, -0.03, -6.55], [-8.22, -1.33, -6.26], [-9.37, -1.45, -5.56], [-7.48, -2.44, -6.05], [-9.11, 1.33, -2.11], [-8.59, 2.88, -5.31], [-7.65, 1.97, -4.14], [-8.44, -1.23, -7.32], [5.82, 0.50, 10.06], [6.61, 0.86, 9.03], [7.89, 0.63, 9.39], [6.44, 2.34, 8.71], [6.85, 3.10, 9.75], [7.29, 2.57, 7.66], [5.06, 2.80, 8.22], [4.22, 3.40, 9.19], [3.33, 2.69, 9.94], [3.30, 1.39, 9.58], [2.10, 3.20, 9.72], [3.60, 2.85, 11.44], [4.84, 2.41, 11.74], [2.70, 2.10, 12.12], [6.37, 0.25, 8.15], [5.27, 3.60, 7.51], [4.55, 2.01, 7.68], [3.50, 3.90, 11.72]]
}